The following is a quantum chemistry calculation of C32H23AsCoN6O7S2 as an isolated structure, from the Open Molecules 2025 dataset.

Element x y z (Å)
Co: -1.33 0.91 0.72
N: -1.21 5.13 0.18
C: -1.15 3.79 0.50
S: -1.37 2.65 -0.76
N: -0.88 3.56 1.77
N: -0.83 2.22 2.00
C: -0.56 1.77 3.17
C: -0.49 0.31 3.27
C: -0.12 -0.37 4.42
C: -0.01 -1.75 4.36
C: -0.26 -2.41 3.17
C: -0.64 -1.66 2.06
N: -0.75 -0.34 2.13
H: -1.72 5.34 -0.66
H: -1.39 5.73 0.97
H: -0.34 2.44 3.99
H: 0.10 0.18 5.33
H: 0.30 -2.31 5.23
H: -0.16 -3.48 3.08
H: -0.85 -2.09 1.09
O: -2.95 -1.93 -1.68
C: -2.87 -0.99 -0.89
O: -1.76 -0.49 -0.51
C: -4.19 -0.42 -0.35
C: -5.32 -0.91 -0.94
C: -6.60 -0.51 -0.53
C: -6.76 0.41 0.48
C: -5.65 0.94 1.08
C: -4.29 0.55 0.74
O: -3.30 1.00 1.37
N: -5.91 1.94 2.12
O: -5.03 2.70 2.45
O: -7.04 1.97 2.60
N: -7.77 -1.05 -1.18
O: -8.88 -0.69 -0.79
O: -7.62 -1.85 -2.09
H: -5.20 -1.64 -1.73
H: -7.75 0.73 0.79
S: 2.57 0.70 2.30
C: 4.02 0.50 1.37
C: 5.29 0.42 1.98
C: 6.44 0.18 1.26
C: 6.39 0.02 -0.12
C: 5.15 0.12 -0.76
C: 3.99 0.37 -0.04
As: 2.22 0.60 -0.88
C: 2.90 0.59 -2.75
C: 3.06 -0.51 -3.58
C: 3.60 -0.38 -4.85
C: 4.01 0.87 -5.32
C: 3.85 1.98 -4.50
C: 3.30 1.84 -3.24
C: 1.67 -1.29 -0.81
C: 2.21 -2.17 0.13
C: 1.77 -3.48 0.21
C: 0.77 -3.94 -0.64
C: 0.20 -3.07 -1.56
C: 0.65 -1.75 -1.64
H: 5.33 0.52 3.06
H: 7.39 0.12 1.77
H: 7.28 -0.17 -0.70
H: 5.11 0.00 -1.83
H: 2.76 -1.49 -3.23
H: 3.72 -1.26 -5.48
H: 4.44 0.97 -6.31
H: 4.16 2.96 -4.85
H: 3.18 2.72 -2.61
H: 2.97 -1.81 0.81
H: 2.21 -4.15 0.94
H: 0.41 -4.96 -0.57
H: -0.63 -3.38 -2.18
H: 0.16 -1.08 -2.33

Values from the calculation:
LUMO (alpha / beta) ... 4.30 / 4.27 eV
Total charge ... -2
⟨S²⟩ ... 0.7581
E_HOMO (alpha / beta) ... -1.8 / -1.8 eV
Total energy ... -6503.3691 a.u.
ΔE to the lowest compared entry with this formula, charge and spin ... 23.0 kJ/mol
2S+1 ... 2